Entry 1:
C30H54O27 | ωB97M-V/def2-TZVPD

```
! RIJCOSX wB97M-V def2-TZVPD def2/J DEFGRID3
* xyz 0 1
C 0.417 -0.167 0.517
C 1.887 -0.465 0.054
C 1.831 -1.553 -1.146
O 2.340 -0.884 -2.271
C 2.607 0.343 -2.027
O 2.901 1.123 -2.936
O 2.444 0.615 -0.698
H -0.260 0.163 -0.276
H 0.384 0.684 1.222
H 0.057 -1.069 0.900
H 2.505 -0.762 0.888
H 0.758 -1.771 -1.404
H 2.307 -2.529 -1.014
C -4.163 -0.038 -4.048
C -2.851 -0.809 -4.181
C -2.158 -1.142 -2.854
O -2.187 -2.568 -2.842
C -2.919 -3.047 -3.851
O -3.311 -4.226 -3.964
O -3.239 -2.085 -4.627
H -4.722 -0.183 -3.109
H -4.892 -0.367 -4.779
H -3.941 1.050 -4.208
H -2.212 -0.292 -4.917
H -2.831 -0.867 -2.009
H -1.192 -0.632 -2.602
C 0.192 4.049 -5.916
C -0.583 3.095 -5.053
C -0.071 1.660 -4.904
O -0.477 1.362 -3.547
C -0.553 2.500 -2.878
O -0.739 2.584 -1.652
O -0.528 3.558 -3.756
H 1.182 4.057 -5.492
H -0.207 5.019 -5.955
H 0.278 3.830 -6.967
H -1.648 3.161 -5.243
H 1.011 1.380 -5.142
H -0.689 1.257 -5.746
C 2.425 6.831 4.303
O 2.461 5.418 4.261
C 2.608 4.841 3.186
O 2.494 5.526 1.958
O 2.799 3.503 3.228
C 3.089 2.923 1.890
H 1.625 7.256 3.708
H 3.212 7.438 3.898
H 2.489 7.266 5.260
H 4.166 3.078 1.644
H 2.360 3.035 1.046
H 3.048 1.832 2.130
C -4.109 -3.851 1.441
O -4.314 -2.607 0.757
C -3.622 -1.528 0.951
O -2.335 -1.587 1.686
O -3.974 -0.311 0.517
C -3.118 0.815 0.877
H -5.013 -4.486 1.338
H -3.956 -3.847 2.508
H -3.193 -4.180 1.020
H -3.134 0.939 1.955
H -3.686 1.650 0.479
H -2.130 0.865 0.444
C -0.548 -3.813 0.912
O 0.735 -3.257 0.959
C 1.624 -3.551 1.941
O 2.965 -3.219 1.645
O 1.159 -4.032 3.017
C 2.016 -4.265 4.100
H -1.145 -3.707 1.872
H -0.347 -4.813 0.730
H -1.187 -3.465 0.050
H 2.045 -5.370 4.414
H 1.618 -3.797 4.964
H 3.019 -3.886 3.968
C -2.487 -3.150 -8.195
O -1.348 -3.567 -7.520
C -0.720 -2.696 -6.777
O -0.969 -1.292 -6.966
O 0.249 -3.118 -5.914
C 0.789 -2.229 -4.882
H -3.356 -3.009 -7.508
H -2.706 -3.890 -8.942
H -2.373 -2.213 -8.711
H -0.011 -1.910 -4.226
H 1.281 -1.384 -5.329
H 1.463 -2.789 -4.220
C 3.327 -0.745 8.975
O 3.483 0.050 7.793
C 3.242 -0.532 6.684
O 2.838 -1.867 6.695
O 3.308 0.189 5.525
C 2.869 -0.445 4.354
H 3.773 -1.766 8.848
H 2.358 -0.995 9.099
H 3.782 -0.229 9.806
H 1.989 -1.088 4.599
H 3.733 -0.969 3.884
H 2.376 0.223 3.578
C -0.961 3.870 1.367
O -0.855 2.586 1.922
C -0.382 2.391 3.190
O -0.441 3.484 4.120
O -0.041 1.182 3.569
C -0.046 0.889 4.975
H -0.548 4.703 1.974
H -1.996 4.184 1.049
H -0.344 3.917 0.499
H -1.075 1.172 5.259
H 0.752 1.464 5.493
H 0.158 -0.142 5.274
*
```

Calculated values
Highest occupied orbital energy ... -9.5 eV
Orbital gap ... 9.96 eV
SMILES ... C[C@H]1COC(=O)O1.C[C@H]1COC(=O)O1.C[C@H]1COC(=O)O1.COC(=O)OC.COC(=O)OC.COC(=O)OC.COC(=O)OC.COC(=O)OC.COC(=O)OC
Lowest unoccupied orbital energy ... 0.5 eV
Strongest force on any atom ... 0.2159 hartree/bohr

Here are the Löwdin charges for atoms 1 to 6, given in e: C 0.004; C -0.211; C -0.064; O 0.073; C -0.565; O 0.101

Entry 2:
C30H54P2Ti | ωB97M-V/def2-TZVPD

```
! RIJCOSX wB97M-V def2-TZVPD def2/J DEFGRID3
* xyz 1 2
Ti -1.164 -0.944 -1.500
C 1.775 -1.196 -2.248
C 0.675 -1.263 -3.156
C 0.716 0.841 -2.150
C 1.828 0.097 -1.689
C 0.023 0.037 -3.140
C 2.772 -2.271 -2.001
H 2.360 -3.263 -2.228
H 3.098 -2.260 -0.950
H 3.676 -2.141 -2.615
C 2.908 0.653 -0.846
H 3.790 0.002 -0.841
H 2.558 0.781 0.187
H 3.225 1.639 -1.213
C 0.510 2.277 -1.867
H 1.331 2.878 -2.291
H 0.519 2.453 -0.783
H -0.437 2.655 -2.268
C -1.023 0.552 -4.067
H -1.050 -0.039 -4.993
H -0.809 1.601 -4.308
H -2.047 0.538 -3.650
C 0.530 -2.314 -4.192
H 1.339 -2.234 -4.936
H -0.419 -2.251 -4.730
H 0.610 -3.317 -3.755
C -1.364 -1.779 0.346
C -0.508 -2.564 -0.477
C -0.971 -3.823 -1.178
C -1.990 -3.586 -2.333
C -2.308 -2.145 -2.669
C -3.138 -1.344 -1.814
C -3.771 -1.949 -0.563
C -2.796 -2.208 0.622
H -1.410 -4.548 -0.460
H -2.913 -4.146 -2.103
H -0.091 -4.355 -1.593
H -2.852 -3.281 0.889
H -0.927 -1.059 1.052
H 0.569 -2.489 -0.328
H -3.166 -1.672 1.513
H -4.592 -1.303 -0.225
H -3.699 -0.523 -2.278
H -4.276 -2.898 -0.811
H -1.612 -4.081 -3.242
H -2.306 -1.899 -3.734
P 1.799 -0.814 3.254
C 3.596 -0.784 3.473
H 3.876 -1.169 4.464
H 3.968 0.240 3.342
H 4.057 -1.408 2.695
C 0.875 -0.764 4.793
H 1.500 -1.118 5.622
H -0.025 -1.392 4.708
H 0.546 0.264 4.992
C 1.434 -2.354 2.455
H 0.372 -2.423 2.193
H 1.688 -3.185 3.123
H 2.020 -2.458 1.535
P -2.531 1.383 0.057
C -3.554 2.341 -1.135
H -4.263 2.986 -0.599
H -4.114 1.647 -1.778
H -2.903 2.972 -1.756
C -3.769 1.050 1.371
H -4.595 0.429 0.999
H -4.165 2.007 1.739
H -3.286 0.536 2.212
C -1.563 2.712 0.862
H -2.144 3.147 1.693
H -1.341 3.501 0.122
H -0.627 2.287 1.261
C 1.014 3.952 3.240
C 1.991 3.221 2.315
C 2.052 3.940 0.966
C 3.392 3.204 2.943
C 1.545 1.818 2.152
C 1.369 0.603 2.296
H 1.360 4.979 3.404
H 0.953 3.440 4.208
H 0.009 3.969 2.800
H 2.496 4.935 1.107
H 2.668 3.389 0.245
H 1.050 4.071 0.541
H 3.366 2.685 3.911
H 4.097 2.671 2.290
H 3.754 4.229 3.093
*
```

Calculated values
Highest occupied orbital energy (spin up / spin down) ... -8.9 / -8.8 eV
<S²> ... 0.76
Orbital gap (spin up / spin down) ... 6.05 / 5.93 eV
Lowest unoccupied orbital energy (spin up / spin down) ... -2.9 / -2.9 eV
Strongest force on any atom ... 0.0787 hartree/bohr

Here are the Löwdin charges for atoms 1 to 6, given in e: Ti 0.806; C -0.246; C -0.271; C -0.257; C -0.225; C -0.339

Entry 3:
C30H55B2F8N10 | ωB97M-V/def2-TZVPD

```
! RIJCOSX wB97M-V def2-TZVPD def2/J DEFGRID3
* xyz 3 1
C 2.988 2.529 -0.962
C 4.536 2.484 -1.247
N 5.313 1.687 -0.264
C 6.730 1.669 -0.157
C 7.115 0.515 0.563
N 5.913 -0.134 0.823
C 4.854 0.539 0.247
C 5.744 -1.382 1.519
H 2.526 1.630 -1.369
H 2.470 3.363 -1.435
H 2.956 2.643 0.122
H 4.992 3.473 -1.203
H 4.578 2.161 -2.288
H 7.350 2.399 -0.656
H 8.074 0.140 0.889
H 3.849 0.175 0.097
H 5.403 -2.201 0.886
H 4.857 -1.311 2.149
H 6.615 -1.693 2.095
C -0.443 1.774 3.058
C -1.680 2.690 3.027
N -3.030 2.155 2.824
C -3.365 1.259 1.839
C -4.645 0.966 1.860
N -5.239 1.708 2.847
C -4.261 2.560 3.284
C -6.651 1.604 3.315
H -0.353 1.069 2.231
H -0.155 1.356 4.023
H 0.461 2.328 2.804
H -1.632 3.458 2.256
H -1.709 3.252 3.960
H -2.601 0.849 1.196
H -5.224 0.317 1.220
H -4.359 3.407 3.947
H -7.121 2.570 3.126
H -6.662 1.358 4.377
H -7.173 0.791 2.812
C -4.250 -3.302 -3.210
C -2.797 -2.777 -2.854
N -1.765 -3.839 -3.027
C -0.458 -3.528 -3.338
C 0.366 -4.645 -2.989
N -0.466 -5.652 -2.489
C -1.778 -5.127 -2.555
C -0.028 -7.003 -2.122
H -4.570 -3.878 -2.341
H -4.149 -3.954 -4.078
H -5.018 -2.549 -3.385
H -2.777 -2.351 -1.851
H -2.528 -1.786 -3.220
H -0.156 -2.553 -3.691
H 1.444 -4.701 -2.961
H -2.616 -5.691 -2.174
H 0.772 -7.367 -2.767
H -0.760 -7.696 -2.535
H 0.378 -7.037 -1.111
C -1.529 7.245 0.006
C -1.620 5.889 0.733
N -1.572 4.816 -0.202
C -0.375 4.076 -0.379
C -0.643 3.372 -1.518
N -1.871 3.593 -2.083
C -2.388 4.565 -1.253
C -2.388 3.032 -3.349
H -2.201 7.486 -0.818
H -0.533 7.355 -0.424
H -1.694 8.031 0.742
H -2.555 5.717 1.266
H -0.799 5.788 1.443
H 0.333 4.210 0.427
H 0.094 2.768 -2.025
H -3.293 5.128 -1.425
H -2.211 3.574 -4.278
H -3.460 2.880 -3.221
H -1.944 2.038 -3.413
C -1.363 -2.121 3.045
C 0.109 -2.079 2.517
N 0.733 -3.350 2.219
C 1.014 -3.925 0.977
C 1.852 -5.019 1.157
N 2.183 -5.045 2.455
C 1.421 -4.094 3.102
C 3.295 -5.878 3.147
H -1.693 -1.096 3.217
H -1.497 -2.708 3.953
H -1.979 -2.702 2.359
H 0.730 -1.489 3.191
H 0.099 -1.472 1.612
H 0.588 -3.533 0.066
H 2.267 -5.713 0.441
H 1.469 -3.892 4.162
H 4.225 -5.327 3.292
H 3.550 -6.849 2.722
H 2.942 -6.117 4.150
B 1.841 2.854 -4.723
F 2.105 2.620 -6.010
F 1.261 1.840 -4.030
F 3.078 3.170 -4.212
F 1.131 4.037 -4.641
B 0.286 -0.492 -1.099
F -0.363 0.675 -0.726
F 1.299 -0.803 -0.255
F -0.702 -1.487 -1.050
F 0.901 -0.290 -2.383
*
```

Calculated values
Highest occupied orbital energy ... -14.4 eV
Orbital gap ... 7.65 eV
Lowest unoccupied orbital energy ... -6.7 eV
Strongest force on any atom ... 0.0789 hartree/bohr

Here are the Löwdin charges for atoms 1 to 6, given in e: C -0.049; C -0.123; N -0.029; C 0.045; C 0.039; N -0.105

Entry 4:
C30H55BO2P2Ti | ωB97M-V/def2-TZVPD

```
! RIJCOSX wB97M-V def2-TZVPD def2/J DEFGRID3
* xyz 1 2
Ti -2.392 -1.611 0.326
C -1.977 0.445 -1.112
C -2.521 0.649 0.247
C -0.283 1.244 0.231
C -0.610 0.840 -1.077
C -1.420 1.190 1.042
C -2.815 0.319 -2.329
H -3.875 0.435 -2.088
H -2.691 -0.653 -2.816
H -2.577 1.116 -3.053
C 0.305 0.816 -2.257
H -0.216 1.133 -3.180
H 0.728 -0.188 -2.446
H 1.164 1.492 -2.078
C 1.103 1.676 0.617
H 1.516 2.421 -0.091
H 1.790 0.822 0.635
H 1.100 2.119 1.621
C -1.598 1.798 2.403
H -1.300 2.867 2.434
H -1.021 1.253 3.166
H -2.649 1.759 2.704
C -3.965 0.986 0.509
H -3.985 2.053 0.804
H -4.416 0.391 1.319
H -4.550 0.883 -0.412
C -2.832 -4.615 -0.661
C -3.566 -3.680 -1.303
C -4.960 -3.230 -0.964
C -5.221 -2.990 0.520
C -4.091 -2.259 1.243
C -2.827 -2.962 1.636
C -2.816 -4.461 1.895
C -3.142 -5.307 0.670
H -5.741 -3.922 -1.361
H -5.453 -3.936 1.031
H -5.069 -2.267 -1.472
H -4.191 -5.613 0.755
H -2.066 -5.182 -1.284
H -3.260 -3.425 -2.333
H -2.580 -6.256 0.679
H -1.843 -4.725 2.276
H -2.432 -2.407 2.494
H -3.504 -4.744 2.698
H -6.171 -2.422 0.625
H -4.462 -1.637 2.087
P 0.981 -3.513 -0.762
P 0.003 -1.571 2.391
C 0.572 -4.206 0.953
C 0.695 -3.307 2.238
H 1.342 -4.995 1.069
H -0.415 -4.718 0.959
H 0.284 -3.858 3.109
H 1.779 -3.140 2.420
C 1.522 -0.758 3.040
H 1.345 0.320 3.203
H 2.340 -0.878 2.319
H 1.773 -1.232 4.002
C -0.851 -1.532 4.063
H -0.229 -2.089 4.768
H -1.857 -1.960 4.078
H -0.945 -0.488 4.365
C 1.007 -4.736 -2.081
H 0.623 -4.236 -2.997
H 0.385 -5.601 -1.793
H 2.058 -5.028 -2.222
C -0.586 -2.600 -1.205
H -0.562 -1.494 -1.062
H -1.353 -3.090 -0.517
H -0.823 -2.772 -2.270
C 4.397 -3.052 0.591
C 4.094 -1.661 -0.006
C 4.908 -0.655 0.747
O 2.704 -1.374 0.214
B 2.229 -2.057 -0.911
O 2.866 -1.777 -2.099
C 4.194 -1.563 -1.593
C 4.638 -0.171 -2.036
C 5.046 -2.657 -2.244
H 3.847 -3.892 0.126
H 4.047 -3.056 1.638
H 5.481 -3.273 0.585
H 4.786 -0.834 1.825
H 5.962 -0.811 0.465
H 4.590 0.365 0.501
H 5.677 0.035 -1.740
H 4.579 -0.059 -3.122
H 3.981 0.608 -1.633
H 4.621 -3.651 -1.999
H 5.033 -2.540 -3.343
H 6.091 -2.611 -1.891
*
```

Calculated values
Highest occupied orbital energy (spin up / spin down) ... -9.1 / -9.1 eV
<S²> ... 0.76
Orbital gap (spin up / spin down) ... 5.77 / 5.77 eV
Lowest unoccupied orbital energy (spin up / spin down) ... -3.3 / -3.3 eV
Strongest force on any atom ... 0.0702 hartree/bohr

Here are the Löwdin charges for atoms 1 to 6, given in e: Ti 0.867; C -0.321; C -0.361; C -0.247; C -0.246; C -0.251